Computed, not measured: C21H51AlN3O9P2 as an isolated structure, with ωB97M-V with the def2-TZVPD basis set.

Computed properties:
Total charge ... -1
Spin multiplicity ... 1
Electronic energy ... -2597.3818 a.u.

```
87
Properties=species:S:1:pos:R:3:forces:R:3:lowdin_charge:R:1
C -0.69835 -8.68304 -2.59561 0.241 -0.576 -0.706 -0.14
C -0.11003 -7.57891 -3.56381 -0.011 -0.226 0.620 -0.25
C 0.84567 -6.55776 -2.83405 -0.498 -0.833 -0.511 -0.37
N 1.68981 -5.80099 -3.79421 -0.062 0.259 1.229 -0.12
Al 2.31734 -4.17338 -3.00040 1.426 -0.707 0.071 0.22
C 3.94800 -3.41209 -3.98336 -0.548 0.149 -0.539 -0.26
C 3.57266 -2.47035 -5.20163 1.158 0.207 0.220 -0.29
C 3.95280 -3.10057 -6.58680 0.379 0.772 -0.115 -0.23
C 3.50436 -2.23273 -7.81995 -0.016 -0.643 -0.446 -0.21
C 2.96513 -3.13751 -8.98992 0.414 0.610 -0.143 -0.29
N 2.26082 -2.29348 -10.02031 0.153 -0.943 0.176 -0.04
O 0.96491 -2.91020 -2.71763 -1.204 -2.116 -1.227 -0.10
C -0.11378 -3.32977 -3.33934 2.318 2.712 1.303 -0.49
N -1.10724 -3.32512 -3.91671 -1.320 -0.981 -0.663 0.13
H -0.35412 -8.58814 -1.54167 -0.408 0.177 -0.628 0.06
H -1.81201 -8.76056 -2.66151 0.858 0.251 0.323 0.06
H -0.32062 -9.67960 -2.94927 -0.319 0.709 0.422 0.06
H -0.96342 -7.04740 -4.04566 0.846 -0.237 0.118 0.10
H 0.50002 -8.11182 -4.33100 -0.515 0.622 0.320 0.09
H 1.47600 -7.17953 -2.13856 -0.493 0.626 -0.294 0.10
H 0.19791 -5.89232 -2.21380 0.509 -0.318 -0.298 0.09
H 2.54267 -6.37102 -3.84324 -0.229 0.379 -0.421 0.03
H 2.86752 -4.59825 -1.53950 -0.175 0.142 0.268 -0.06
H 4.55671 -4.25451 -4.39860 -0.353 0.425 0.409 0.04
H 4.60917 -2.88803 -3.24390 -0.552 -0.326 -0.611 0.04
H 2.52008 -2.10603 -5.15646 0.557 -0.424 -0.247 0.09
H 4.21606 -1.55193 -5.10311 -0.691 -0.504 -0.252 0.10
H 5.07270 -3.14061 -6.60723 -0.835 -0.301 0.110 0.11
H 3.57473 -4.14247 -6.70784 0.123 0.676 0.292 0.10
H 2.74481 -1.47965 -7.50141 0.312 -0.704 -0.411 0.10
H 4.35089 -1.65554 -8.27785 -0.555 -0.328 0.660 0.10
H 3.81412 -3.62687 -9.53812 -0.400 0.103 0.934 0.10
H 2.31419 -3.96016 -8.61341 0.235 0.798 -0.196 0.11
H 2.95877 -2.08933 -10.73983 -0.425 0.093 0.186 0.05
H 1.58112 -2.91221 -10.46855 0.140 0.409 -0.024 0.05
O -2.32633 0.92886 1.44911 -3.778 -1.590 -0.295 -0.23
P -2.70368 1.18825 0.00746 7.021 3.727 -2.339 0.68
O -1.44971 0.43032 -0.74294 -0.971 -0.250 0.366 -0.22
C -1.46454 -1.00177 -0.78833 0.120 -0.534 -0.163 -0.27
C -2.53750 -1.52694 -1.72217 -0.251 0.160 0.171 -0.10
O -2.17057 2.75465 -0.02548 -0.877 -0.025 -0.015 -0.26
C -1.92117 3.50313 1.15464 0.300 0.149 0.150 -0.29
C -0.45462 3.42615 1.53217 0.192 -0.121 -0.051 -0.06
O -3.46168 1.44080 -1.46780 -1.596 -1.752 2.314 -0.24
C -3.29901 2.59154 -2.29502 -0.332 0.817 -0.404 -0.28
C -1.94797 2.64698 -2.97567 0.318 -0.257 0.171 -0.07
H -1.60011 -1.40211 0.22173 0.054 0.078 0.006 0.11
H -0.48347 -1.32054 -1.14251 0.007 0.182 0.023 0.11
H -3.53915 -1.29288 -1.33996 0.010 -0.007 0.040 0.06
H -2.45966 -2.60786 -1.82975 0.044 0.062 -0.044 0.06
H -2.45309 -1.06773 -2.70677 0.072 -0.133 0.008 0.08
H -2.56967 3.18602 1.97241 0.107 -0.152 -0.040 0.10
H -2.18089 4.54345 0.93515 -0.037 -0.052 -0.162 0.12
H -0.11879 2.39365 1.64207 -0.190 -0.007 0.086 0.08
H -0.26500 3.95543 2.46821 0.005 0.035 -0.021 0.05
H 0.16238 3.87007 0.74754 -0.062 0.071 0.046 0.08
H -3.52008 3.50550 -1.74319 0.170 -0.098 0.096 0.11
H -4.07079 2.51748 -3.06672 -0.067 -0.306 0.151 0.12
H -1.12933 2.72353 -2.26134 -0.100 0.036 0.042 0.07
H -1.89830 3.51286 -3.63993 -0.144 -0.027 -0.005 0.08
H -1.77644 1.74217 -3.56124 -0.068 0.057 -0.038 0.08
O 0.90951 5.35615 9.07252 0.631 3.723 -1.698 -0.23
P 0.03930 5.33311 7.83700 -2.988 -7.738 0.860 0.67
O -1.43056 5.08605 8.55563 0.307 0.898 -0.137 -0.22
C -2.04034 6.19128 9.21604 -0.186 0.161 0.134 -0.30
C -2.53097 7.23962 8.23316 0.067 0.050 -0.087 -0.09
O 0.41577 3.79174 7.38821 0.270 0.734 -0.499 -0.26
C 1.55616 3.09949 7.88555 0.135 -0.367 0.228 -0.28
C 1.17805 2.23934 9.07526 -0.204 -0.014 0.126 -0.07
O -0.70584 5.56090 6.35481 1.726 2.601 1.407 -0.24
C -0.97034 4.53445 5.39368 0.150 -0.521 -0.935 -0.28
C -2.08381 3.59865 5.81051 -0.091 0.000 0.449 -0.06
H -1.33598 6.62993 9.93065 -0.020 -0.046 0.011 0.11
H -2.88571 5.79755 9.78265 0.094 -0.144 -0.039 0.12
H -1.69274 7.71255 7.71252 -0.046 0.031 0.022 0.07
H -3.09276 8.02026 8.74970 0.034 -0.025 0.023 0.08
H -3.16873 6.78825 7.47207 -0.001 -0.001 0.062 0.08
H 2.36815 3.78743 8.12148 -0.156 0.054 0.109 0.11
H 1.91623 2.45627 7.07818 -0.155 0.079 -0.097 0.12
H 0.69950 2.82734 9.86057 0.156 0.113 -0.047 0.07
H 2.05699 1.74677 9.49429 -0.002 -0.010 -0.035 0.08
H 0.45737 1.47531 8.77509 0.097 -0.016 -0.046 0.08
H -0.05755 3.99939 5.13425 -0.048 -0.025 0.213 0.11
H -1.28152 5.04977 4.48053 0.051 0.312 0.210 0.11
H -1.84060 3.04663 6.71747 0.100 0.021 -0.067 0.07
H -2.28056 2.87421 5.01728 0.061 0.114 -0.079 0.08
H -2.99919 4.15842 6.01352 0.013 0.003 -0.113 0.08
```
Forces are in eV/Å.